Record 1
{
  "formula": "C27H21BBrCeF2N5O2S3",
  "method": "wB97M-V/def2-TZVPD",
  "total_charge": 1,
  "s2": 0.7518,
  "homo_energy_ev": [-7.860, -7.886],
  "e_tot_ha": -5933.98595,
  "multiplicity": 2,
  "max_force_ha_per_bohr": 0.085,
  "gap_ha": [0.1383, 0.1395],
  "symbols": ["Ce", "N", "C", "C", "C", "C", "C", "C", "S", "N", "C", "C", "C", "C", "C", "C", "N", "H", "H", "H", "H", "H", "H", "H", "H", "H", "C", "C", "N", "C", "C", "S", "C", "C", "S", "C", "N", "C", "H", "H", "H", "H", "H", "H", "H", "H", "F", "B", "F", "Br", "C", "C", "C", "C", "C", "C", "C", "O", "O", "H", "H", "H", "H"],
  "xyz": [[0.980693, -0.216769, -0.349345], [-2.803524, -2.287809, 0.908136], [-3.469655, -1.608736, 1.940867], [-4.661502, -2.139226, 2.451138], [-5.351557, -1.475122, 3.441550], [-4.919277, -0.234833, 3.904731], [-3.753758, 0.323051, 3.387463], [-2.960377, -0.383137, 2.487388], [-1.393436, 0.208902, 2.039026], [-0.967923, -0.845013, 0.806612], [-1.624415, -1.904852, 0.368442], [-1.011823, -2.727492, -0.647578], [-1.787866, -3.555452, -1.524476], [-1.198376, -4.269650, -2.557097], [0.191971, -4.128126, -2.717478], [0.910576, -3.327614, -1.865333], [0.313460, -2.559213, -0.932950], [-3.257666, -3.139253, 0.536233], [-5.054155, -3.092163, 2.102805], [-6.274241, -1.893178, 3.856219], [-5.423248, 0.284619, 4.699681], [-3.425658, 1.231093, 3.867872], [-2.844042, -3.675926, -1.320783], [-1.764874, -4.891798, -3.248918], [0.751178, -4.700979, -3.503848], [1.986519, -3.242021, -1.953953], [1.600553, -3.454587, 2.453670], [2.629661, -2.387156, 2.469961], [2.790728, -1.529464, 1.476830], [3.816873, -0.629446, 1.800985], [4.330364, -0.755130, 3.083449], [3.705320, -2.156957, 3.835857], [4.193964, 0.459362, 0.869377], [5.246055, 1.323263, 1.051651], [5.294657, 2.526876, -0.166241], [3.844548, 1.806789, -0.864588], [3.361833, 0.752773, -0.228051], [3.284879, 2.395498, -2.130086], [0.651288, -3.024818, 2.096858], [1.465820, -3.885857, 3.477761], [1.919552, -4.285108, 1.803079], [5.004421, -0.093035, 3.609209], [6.013699, 1.217665, 1.811528], [3.389612, 3.504413, -2.156138], [2.204725, 2.176680, -2.293935], [3.775374, 1.995385, -3.060752], [2.147961, 0.466208, -4.649059], [2.103306, -0.050516, -3.406394], [2.551911, -1.315387, -3.116452], [-0.133316, 7.188418, -0.308310], [-1.070155, 5.721350, -1.061479], [-1.997480, 5.909131, -2.105125], [-2.370775, 4.829269, -2.891867], [-1.808867, 3.576112, -2.644889], [-0.890467, 3.386001, -1.611453], [-0.582361, 4.460775, -0.767058], [-0.218526, 2.098491, -1.261310], [0.224252, 1.973666, -0.086402], [-0.131896, 1.157337, -2.101191], [-2.403383, 6.908485, -2.263179], [-3.131659, 4.935253, -3.687428], [-2.090649, 2.715955, -3.215154], [0.091156, 4.333002, 0.059925]],
  "forces_ev_per_angstrom": [[3.1, 1.4, -2.8], [0.0, -1.3, -1.0], [-0.6, 1.3, 1.4], [0.8, 0.0, -0.5], [-0.8, 0.8, 0.8], [0.2, -0.7, -0.5], [0.3, -0.7, 0.5], [-1.7, -1.3, -0.4], [0.1, 0.5, 0.3], [-1.2, -2.0, -0.8], [-0.1, 1.9, 2.5], [0.7, -1.6, -3.9], [0.2, 0.3, 1.5], [1.1, 0.6, 0.0], [-0.2, -1.5, -1.0], [-0.4, 0.8, 0.5], [-0.9, -1.1, 0.9], [0.5, 1.0, 0.5], [0.2, 0.1, -0.2], [0.4, 0.0, -0.2], [-0.3, 0.1, 0.0], [0.3, 0.3, -0.3], [0.0, 0.1, -0.2], [0.0, 0.2, 0.3], [-0.7, 0.7, 0.8], [-0.1, 0.2, 0.0], [-0.2, -0.8, 0.7], [0.6, 0.5, -0.1], [0.7, 0.2, 1.1], [0.0, 0.5, 0.9], [-0.3, -0.3, -1.2], [-1.0, 0.2, -1.0], [-0.2, 0.5, 0.1], [-0.2, -0.9, 0.0], [-1.2, -1.1, -0.2], [-0.1, 0.2, -0.5], [1.6, 0.9, 0.6], [-0.5, 0.8, -0.8], [0.3, -0.3, 0.1], [0.0, 0.4, -0.9], [-0.2, 0.3, 0.1], [0.1, -0.2, -0.2], [-0.2, 0.2, -0.2], [0.2, -0.7, 0.2], [0.9, 0.0, 0.4], [-0.2, 0.3, 1.1], [0.5, -1.1, 0.2], [-1.1, 0.4, 2.2], [0.8, -0.7, -1.6], [-0.5, 0.1, 0.2], [0.0, -0.2, -1.0], [0.4, 0.4, 0.6], [-0.4, -0.4, 0.0], [0.4, -0.1, 0.2], [-0.2, 0.8, 0.7], [-0.1, 0.2, -0.6], [-1.4, 0.0, -1.8], [0.6, -0.1, 1.3], [-0.8, 0.4, 1.1], [0.2, -0.3, -0.1], [0.6, 0.0, 0.6], [-0.1, -0.3, -0.5], [0.2, -0.1, 0.1]]
}

Record 2
{
  "formula": "C27H21BBrO16",
  "method": "wB97M-V/def2-TZVPD",
  "total_charge": -1,
  "homo_energy_ev": -4.904,
  "e_tot_ha": -4844.05509,
  "multiplicity": 1,
  "max_force_ha_per_bohr": 0.183,
  "gap_ha": 0.1626,
  "symbols": ["C", "C", "C", "B", "Br", "H", "H", "H", "H", "H", "C", "C", "C", "O", "C", "C", "C", "O", "O", "O", "H", "H", "H", "H", "C", "C", "C", "O", "C", "C", "C", "O", "O", "O", "H", "H", "H", "H", "C", "C", "C", "O", "C", "C", "C", "O", "O", "O", "H", "H", "H", "H", "C", "C", "C", "O", "C", "C", "C", "O", "O", "O", "H", "H", "H", "H"],
  "xyz": [[10.054398, 3.494066, 2.310017], [8.762141, 4.100174, 2.293096], [7.257277, 4.766828, 1.995981], [6.286200, 3.453985, 1.622117], [5.562266, 2.807809, 3.408410], [11.071976, 3.003256, 1.924591], [6.834323, 5.249636, 3.002010], [7.287906, 5.540673, 1.111496], [5.415337, 3.783880, 0.867650], [6.955083, 2.616470, 1.100327], [1.556839, -0.517846, 1.920742], [2.743136, 0.091608, 1.965320], [3.180243, 1.013980, 0.880976], [4.267932, 1.574219, 0.958919], [2.274112, 1.213804, -0.260776], [1.089344, 0.601557, -0.306822], [0.641016, -0.298877, 0.790609], [-0.461242, -0.833069, 0.728767], [0.234005, 0.782753, -1.378157], [3.610387, -0.111365, 3.023053], [1.225547, -1.189014, 2.703110], [2.611688, 1.872716, -1.050469], [-0.556493, 0.236110, -1.176177], [4.398211, 0.439962, 2.823928], [-0.917735, -5.756387, 0.566203], [-0.587146, -4.469806, 0.439154], [-0.114200, -3.917260, -0.860326], [0.164279, -2.726802, -0.951270], [0.005559, -4.840903, -1.999246], [-0.321783, -6.128172, -1.871065], [-0.820785, -6.674276, -0.579206], [-1.131267, -7.857927, -0.497167], [-0.209059, -7.002313, -2.936601], [-0.673173, -3.601608, 1.511979], [-1.265080, -6.170799, 1.504251], [0.367479, -4.430082, -2.933044], [-0.506512, -7.872732, -2.592517], [-0.381480, -2.730019, 1.166254], [-3.536434, 0.574162, 4.534976], [-3.187573, -0.315503, 3.603572], [-4.089061, -0.634134, 2.461894], [-3.733086, -1.442039, 1.611258], [-5.394155, 0.042658, 2.404602], [-5.744254, 0.929710, 3.337991], [-4.831354, 1.268447, 4.464048], [-5.173518, 2.101487, 5.296590], [-6.970379, 1.567419, 3.291736], [-1.973193, -0.974007, 3.665018], [-2.889954, 0.816928, 5.368912], [-6.047020, -0.211358, 1.579387], [-6.985686, 2.160387, 4.074459], [-1.955453, -1.562412, 2.879052], [-2.282040, 2.919871, -4.009648], [-2.361984, 3.262494, -5.296869], [-2.485313, 2.232551, -6.365347], [-2.575920, 2.578614, -7.537969], [-2.488462, 0.817746, -5.961718], [-2.405020, 0.475241, -4.674717], [-2.309546, 1.505929, -3.604811], [-2.252716, 1.160743, -2.429321], [-2.404689, -0.852574, -4.288578], [-2.334113, 4.589345, -5.685214], [-2.194305, 3.658206, -3.222575], [-2.560624, 0.078988, -6.749605], [-2.336866, -0.839319, -3.308922], [-2.408013, 4.576191, -6.664317]],
  "forces_ev_per_angstrom": [[-8.4, 4.1, -1.3], [8.3, -3.3, -1.0], [1.3, -0.2, 1.4], [1.0, 1.2, -0.7], [-0.4, -0.5, 0.7], [-3.0, 1.3, 1.3], [1.3, -0.7, -2.3], [0.5, -1.4, 1.9], [-0.4, 0.2, 0.2], [0.0, -0.5, 0.0], [-0.9, -0.2, -0.6], [1.4, -0.6, 2.1], [1.3, 1.1, -0.4], [-1.5, -1.3, -0.3], [0.0, 0.0, 0.1], [-0.6, 0.5, -1.4], [0.3, -0.2, 0.9], [0.0, 0.3, 0.0], [0.5, -0.8, 1.6], [-1.3, 0.5, -2.2], [0.0, 0.1, 0.0], [0.0, 0.0, 0.1], [0.3, 0.3, -0.1], [0.1, 0.3, 0.3], [-0.1, -0.5, -0.3], [-0.3, 1.0, 2.0], [0.4, 0.9, -0.7], [-0.1, -1.3, 0.0], [0.0, 0.2, 0.1], [0.3, -0.6, -1.6], [-0.4, -0.5, 0.9], [0.3, 0.6, -0.4], [-0.4, 0.5, 1.8], [0.4, -1.1, -2.0], [0.0, 0.0, -0.1], [0.0, 0.0, 0.1], [0.1, 0.4, -0.1], [-0.2, 0.3, 0.1], [-0.4, 0.3, 0.2], [2.0, -0.7, 0.5], [-0.2, -0.6, -1.0], [-0.1, 0.6, 0.8], [0.2, -0.2, -0.1], [-1.6, 0.5, -0.6], [0.5, 0.4, 0.9], [-0.1, -0.5, -0.7], [1.7, -0.4, 0.7], [-2.0, 0.6, -0.7], [0.0, 0.0, -0.1], [0.0, 0.0, 0.0], [0.1, -0.2, -0.3], [0.1, 0.2, 0.2], [0.0, -0.3, 0.3], [0.1, 1.8, 0.1], [-0.1, -0.5, -0.9], [0.1, 0.1, 0.8], [0.0, 0.3, -0.3], [0.0, -2.0, 0.0], [0.1, 0.4, 1.1], [-0.2, 0.0, -1.0], [0.0, 2.0, 0.2], [-0.1, -1.9, -0.3], [0.0, -0.1, 0.0], [0.0, 0.0, 0.0], [0.0, 0.0, -0.4], [0.0, 0.0, 0.4]]
}

Record 3
{
  "formula": "C27H21BF2N6O3Re",
  "method": "wB97M-V/def2-TZVPD",
  "total_charge": 0,
  "s2": 1.2053,
  "homo_energy_ev": [-6.702, -6.075],
  "e_tot_ha": -1898.64670,
  "multiplicity": 2,
  "e_above_lowest_kj_mol": 73.3,
  "max_force_ha_per_bohr": 0.019,
  "gap_ha": [0.2020, 0.1794],
  "symbols": ["Re", "O", "C", "C", "C", "C", "C", "C", "C", "N", "C", "C", "N", "H", "H", "H", "H", "H", "H", "H", "O", "N", "N", "O", "C", "C", "C", "C", "C", "C", "H", "H", "H", "H", "H", "C", "C", "C", "C", "C", "C", "N", "N", "C", "C", "C", "C", "C", "C", "H", "H", "H", "H", "H", "H", "H", "H", "H", "F", "B", "F"],
  "xyz": [[-0.268092, 0.912415, 0.036183], [1.681076, 1.203575, 0.239517], [2.492971, 2.118176, -0.273109], [3.746232, 2.256017, 0.348841], [4.689423, 3.142292, -0.117589], [4.415460, 3.937552, -1.230337], [3.194147, 3.813888, -1.852146], [2.219597, 2.907299, -1.408991], [0.948892, 2.812902, -2.117510], [-0.128426, 2.140097, -1.739475], [-1.110138, 2.382111, -2.682199], [-0.614705, 3.192700, -3.646681], [0.681859, 3.459342, -3.281981], [3.931603, 1.641612, 1.220358], [5.640971, 3.229338, 0.391351], [5.142898, 4.649887, -1.594029], [2.987155, 4.454730, -2.700990], [-2.096273, 1.963008, -2.589726], [-1.059059, 3.597581, -4.537439], [1.334436, 4.017039, -3.799316], [-1.251531, -2.342927, -1.045791], [-0.101552, -2.953084, -1.210183], [0.765647, -2.094909, -1.491421], [0.355221, -0.832881, -1.685598], [2.154031, -2.399213, -1.647613], [3.046138, -1.340965, -1.652533], [4.397880, -1.629856, -1.754139], [4.825065, -2.945499, -1.856332], [3.903896, -3.986424, -1.856706], [2.550002, -3.723464, -1.748758], [2.689433, -0.326451, -1.551771], [5.113309, -0.818809, -1.748538], [5.881405, -3.164176, -1.937166], [4.240630, -5.010618, -1.939047], [1.820791, -4.520242, -1.733641], [1.217422, -4.013989, 2.188712], [-0.106462, -3.790526, 2.551694], [-0.672048, -2.532909, 2.419495], [0.085480, -1.483500, 1.903872], [1.413653, -1.701157, 1.546927], [1.975845, -2.962857, 1.694111], [-0.475231, -0.191605, 1.708780], [-1.264460, 0.190881, 2.704286], [-1.773195, 1.425749, 2.438010], [-2.639499, 2.041364, 3.361629], [-3.155008, 3.282732, 3.080058], [-2.826848, 3.935588, 1.878272], [-1.981605, 3.334749, 0.969129], [-1.417978, 2.065912, 1.213965], [1.654006, -4.998408, 2.300243], [-0.703391, -4.605937, 2.940960], [-1.697589, -2.343766, 2.703492], [1.994442, -0.866829, 1.175029], [3.014147, -3.120479, 1.424723], [-2.884088, 1.521843, 4.279778], [-3.820980, 3.763794, 3.785895], [-3.243766, 4.913608, 1.669728], [-1.738097, 3.855176, 0.047543], [-1.976049, -0.117452, -1.186855], [-1.210323, -1.076211, -1.829039], [-1.417793, -1.222136, -3.154994]],
  "forces_ev_per_angstrom": [[0.2, 0.3, -0.2], [0.1, 0.2, 0.3], [0.0, -0.1, 0.0], [0.0, 0.0, 0.0], [0.0, 0.0, 0.0], [0.0, 0.0, 0.0], [0.0, 0.0, 0.0], [0.0, 0.0, 0.0], [0.0, 0.0, 0.0], [0.0, 0.0, 0.1], [0.0, 0.0, 0.0], [0.0, 0.0, 0.0], [0.0, 0.0, 0.0], [0.0, 0.0, 0.0], [0.0, 0.0, 0.0], [0.0, 0.0, 0.0], [0.0, 0.0, 0.0], [0.0, 0.0, 0.0], [0.0, 0.0, 0.0], [0.0, 0.0, 0.0], [-0.3, -0.5, -0.8], [0.2, 0.4, 0.8], [0.2, 0.0, -0.3], [-0.7, -0.3, 0.2], [0.1, 0.1, 0.0], [0.0, 0.0, 0.0], [0.0, 0.0, 0.0], [0.0, 0.0, 0.0], [0.0, 0.0, 0.0], [0.0, 0.0, 0.0], [0.0, 0.0, 0.0], [0.0, 0.0, 0.0], [0.0, 0.0, 0.0], [0.0, 0.0, 0.0], [0.0, 0.0, 0.0], [0.0, 0.0, 0.0], [0.0, 0.0, 0.0], [0.0, 0.0, 0.0], [0.0, 0.0, 0.0], [0.0, 0.0, 0.0], [0.0, 0.0, 0.0], [-0.1, 0.1, 0.0], [0.1, 0.0, -0.1], [0.0, 0.0, 0.0], [0.0, 0.0, 0.0], [0.0, 0.0, 0.0], [0.0, 0.0, 0.0], [0.0, 0.1, 0.0], [0.0, -0.3, 0.0], [0.0, 0.0, 0.0], [0.0, 0.0, 0.0], [0.0, 0.0, 0.0], [0.0, 0.0, 0.0], [0.0, 0.0, 0.0], [0.0, 0.0, 0.0], [0.0, 0.0, 0.0], [0.0, 0.0, 0.0], [0.0, 0.0, 0.0], [0.2, 0.2, 0.0], [0.6, -0.1, -0.1], [-0.5, 0.1, 0.1]]
}

Record 4
{
  "formula": "C27H21Cl2FN2NaO6",
  "method": "wB97M-V/def2-TZVPD",
  "total_charge": -1,
  "homo_energy_ev": -4.867,
  "e_tot_ha": -2785.22396,
  "multiplicity": 1,
  "e_above_lowest_kj_mol": 11.2,
  "max_force_ha_per_bohr": 0.006,
  "gap_ha": 0.2582,
  "symbols": ["Na", "Cl", "C", "C", "C", "Cl", "C", "O", "C", "C", "O", "C", "H", "H", "H", "C", "C", "C", "C", "C", "C", "C", "F", "C", "C", "C", "O", "C", "C", "N", "C", "C", "O", "O", "H", "H", "H", "H", "H", "H", "H", "H", "H", "H", "H", "O", "C", "C", "C", "C", "C", "C", "N", "H", "H", "H", "H", "H", "H", "H"],
  "xyz": [[-0.946551, 0.300420, 0.017329], [-0.574472, 7.804382, -0.056272], [-0.336631, 6.073994, -0.162101], [0.966271, 5.562698, -0.141485], [1.170936, 4.216507, -0.227702], [2.793091, 3.600242, -0.200306], [0.104079, 3.245894, -0.341352], [0.346784, 2.018204, -0.419017], [-1.214414, 3.831478, -0.351012], [-2.444652, 3.062217, -0.455103], [-2.594066, 1.855934, -0.535272], [-1.400016, 5.222757, -0.264339], [1.812442, 6.231229, -0.056659], [-3.351504, 3.704540, -0.463150], [-2.409574, 5.616147, -0.281004], [-2.631019, -3.945255, 6.340189], [-3.257291, -2.577535, 6.098035], [-3.347373, -1.720229, 7.355003], [-1.958422, -1.370354, 7.866763], [-1.110808, -0.798119, 6.762074], [-0.020881, -0.002328, 7.038403], [0.743195, 0.519022, 6.001645], [1.805154, 1.291311, 6.334291], [0.452411, 0.287879, 4.687373], [-0.651137, -0.515081, 4.379290], [-0.963491, -0.751853, 2.941556], [-0.220527, -0.239235, 2.101630], [-2.122275, -1.583258, 2.691195], [-2.786050, -2.076860, 3.769459], [-2.510590, -1.845421, 5.071971], [-1.421384, -1.057852, 5.411437], [-2.698344, -2.014072, 1.324105], [-3.551220, -2.915315, 1.368047], [-2.258051, -1.425508, 0.312275], [-3.181502, -4.482900, 7.114674], [-1.591419, -3.855449, 6.656618], [-2.649607, -4.541919, 5.428664], [-4.260935, -2.712153, 5.690563], [-3.918694, -2.255076, 8.115878], [-3.898099, -0.807645, 7.115061], [-1.478029, -2.265068, 8.274495], [-2.016508, -0.654416, 8.688509], [0.250792, 0.233794, 8.059738], [1.039658, 0.709289, 3.884070], [-3.627223, -2.729630, 3.560123], [2.769564, -0.083881, -0.979181], [3.000564, -1.138179, -0.081891], [2.052134, -2.312173, -0.213249], [2.527272, -3.594725, 0.063972], [1.652904, -4.663316, -0.000779], [0.334344, -4.411448, -0.351342], [-0.046619, -3.104391, -0.610562], [0.788873, -2.067463, -0.537515], [1.935189, 0.342840, -0.747442], [2.969779, -0.784602, 0.958181], [4.013871, -1.497078, -0.274996], [3.571748, -3.723673, 0.319776], [1.986503, -5.672253, 0.210443], [-0.401107, -5.201085, -0.416014], [-1.075264, -2.870119, -0.849897]],
  "forces_ev_per_angstrom": [[0.0, -0.3, -0.2], [0.0, 0.0, 0.0], [-0.1, 0.0, 0.0], [0.1, 0.0, 0.0], [0.0, 0.0, 0.0], [0.0, 0.0, 0.0], [0.0, 0.0, 0.0], [0.0, 0.0, -0.1], [-0.1, 0.1, 0.0], [0.1, 0.0, 0.0], [0.2, 0.0, 0.1], [0.1, 0.0, 0.0], [0.0, 0.0, 0.0], [0.0, 0.0, 0.0], [0.0, 0.0, 0.0], [0.0, -0.1, 0.1], [0.0, 0.1, -0.1], [-0.1, 0.0, 0.0], [0.0, 0.0, 0.0], [0.1, 0.0, -0.1], [0.0, 0.0, 0.0], [0.0, 0.0, 0.0], [0.0, 0.0, 0.0], [0.0, 0.0, 0.1], [0.0, 0.0, 0.0], [0.1, 0.0, 0.0], [-0.1, 0.0, 0.0], [0.0, 0.0, 0.3], [-0.1, -0.1, -0.2], [0.1, 0.0, 0.1], [-0.1, 0.0, 0.0], [0.0, 0.0, -0.1], [0.0, -0.1, 0.1], [-0.1, 0.1, 0.1], [0.0, 0.0, 0.0], [0.0, 0.0, 0.0], [0.0, 0.0, 0.0], [0.0, 0.0, 0.0], [0.0, 0.0, 0.0], [0.0, 0.0, 0.0], [0.0, 0.0, 0.0], [0.0, 0.0, 0.0], [0.0, 0.0, 0.0], [0.0, 0.0, 0.0], [0.0, 0.0, 0.0], [0.0, -0.2, 0.0], [0.0, 0.1, 0.0], [0.2, -0.1, 0.1], [0.0, 0.1, -0.1], [-0.1, 0.0, 0.0], [0.1, 0.0, 0.0], [-0.1, -0.1, 0.0], [0.0, 0.1, 0.0], [-0.1, 0.3, 0.0], [0.0, 0.0, 0.0], [0.0, 0.0, 0.0], [0.0, -0.1, 0.0], [0.0, 0.0, 0.0], [0.0, 0.0, 0.0], [0.0, 0.0, 0.0]]
}